# 1
The following is a DFT calculation (ωB97M-V with the def2-TZVPD basis set) of a cluster of 4 separate species, C4H14O3 in total in a non-equilibrium geometry.

CARTESIAN COORDINATES (ANGSTROEM)
C (-1.518, -1.018, -0.998)
C (-0.542, -0.448, -1.982)
C (-0.934, 0.201, -3.076)
C (0.919, -0.745, -1.755)
H (-1.700, -0.406, -0.107)
H (-1.104, -1.947, -0.604)
H (-2.514, -1.180, -1.410)
H (-0.318, 0.446, -3.931)
H (-1.989, 0.457, -3.148)
H (1.418, 0.139, -1.342)
H (1.531, -1.100, -2.580)
H (1.014, -1.413, -0.894)
H (0.283, -0.229, 3.364)
H (-0.674, -0.821, 2.273)
O (0.057, -1.012, 2.864)
H (-0.346, 2.167, 2.643)
H (-1.660, 1.686, 3.285)
O (-0.703, 1.655, 3.378)
H (3.388, 1.181, 0.685)
H (2.803, 1.326, 2.120)
O (2.589, 1.062, 1.216)

Summary:
gap between HOMO and LUMO = 9.5 eV
strongest force on any atom = 1.63 eV/A
molar mass = 110.153 g/mol
ΔE to the lowest compared entry with this formula, charge and spin = 126.8 kJ/mol
E_HOMO = -9.072 eV
DFT total energy = -10516.615 eV

# 2
The following is a DFT calculation (ωB97M-V with the def2-TZVPD basis set) of a cluster of 4 separate species, C4H14O3 in total in a non-equilibrium geometry.

CARTESIAN COORDINATES (ANGSTROEM)
C (2.183, 1.426, 0.398)
C (1.504, 0.470, -0.575)
C (0.931, -0.726, 0.211)
C (1.351, -1.985, 0.075)
H (1.550, 2.360, 0.562)
H (3.135, 1.847, -0.018)
H (2.507, 0.934, 1.330)
H (0.750, 0.946, -1.182)
H (2.277, 0.185, -1.268)
H (0.167, -0.395, 0.913)
H (0.564, -2.649, 0.502)
H (2.292, -2.239, -0.386)
H (-0.744, -0.854, -3.845)
H (-1.829, -0.256, -2.967)
O (-1.692, -0.685, -3.821)
H (-1.235, 1.151, 1.367)
H (-2.422, 1.914, 1.167)
O (-1.639, 1.667, 0.656)
H (-3.623, -1.427, 1.688)
H (-2.894, -0.944, 3.051)
O (-3.133, -0.742, 2.145)

Summary:
gap between HOMO and LUMO = 9.9 eV
strongest force on any atom = 2.64 eV/A
molar mass = 110.153 g/mol
ΔE to the lowest compared entry with this formula, charge and spin = 188.5 kJ/mol
E_HOMO = -9.434 eV
DFT total energy = -10515.976 eV